The following is a quantum chemistry calculation of a 2-piece molecular cluster, C28H36N4O4 overall at a distorted geometry, from the Open Molecules 2025 dataset.

Calculated total energy, eV: -43766.2992
Orbital gap, eV: 4.32
Energy above the lowest of the compared OMol25 structures with the same formula, charge and spin, kJ/mol: 722.1
HOMO level, Ha: -0.2310

Geometry (Å):
C 0.796 -2.069 5.430
C 1.402 -0.967 4.603
O 0.355 -0.451 3.744
C 0.777 0.628 3.072
N -0.222 0.936 2.116
N -0.125 2.024 1.500
C -0.759 3.089 2.295
O -1.149 2.933 3.435
O -0.779 4.234 1.611
C -1.510 5.270 2.350
C -1.109 6.645 1.873
O 1.846 1.194 3.222
H 1.592 -2.708 5.812
H 0.269 -1.641 6.286
H 0.082 -2.696 4.886
H 1.745 -0.141 5.233
H 2.220 -1.351 3.970
H -2.582 5.089 2.172
H -1.276 5.181 3.416
H -1.974 7.315 1.910
H -0.369 7.064 2.569
H -0.673 6.703 0.869
C 8.120 0.816 1.702
C 6.857 0.198 1.184
C 6.726 -1.192 1.167
C 5.567 -1.810 0.694
C 5.603 -3.303 0.678
C 4.504 -1.016 0.210
N 3.390 -1.662 -0.401
C 2.070 -1.287 -0.315
C 1.449 -0.322 0.440
N 1.374 -2.079 -1.201
C 0.044 -1.734 -1.598
C -0.120 -0.877 -2.694
C 1.025 -0.556 -3.600
C -1.364 -0.263 -2.877
C -2.413 -0.491 -1.983
C -3.677 0.302 -2.118
C -2.260 -1.447 -0.969
C -1.020 -2.052 -0.743
C -0.810 -3.009 0.389
C 2.267 -2.868 -1.888
C 3.494 -2.644 -1.381
C 4.703 0.372 0.060
C 3.866 1.208 -0.853
C 5.829 0.971 0.645
H 8.056 1.909 1.689
H 8.314 0.490 2.731
H 8.980 0.513 1.090
H 7.563 -1.812 1.505
H 4.697 -3.788 0.320
H 6.443 -3.627 0.045
H 5.819 -3.682 1.686
H 0.374 -0.256 0.347
H 2.070 0.227 1.131
H 0.649 -0.016 -4.477
H 1.776 0.095 -3.125
H 1.529 -1.461 -3.950
H -1.503 0.426 -3.717
H -4.394 0.027 -1.338
H -3.468 1.377 -2.031
H -4.136 0.130 -3.100
H -3.104 -1.710 -0.322
H -1.759 -3.156 0.914
H -0.478 -3.989 0.022
H -0.080 -2.647 1.126
H 1.941 -3.526 -2.673
H 4.442 -3.098 -1.620
H 4.303 2.212 -0.900
H 3.867 0.804 -1.877
H 2.829 1.313 -0.527
H 5.933 2.060 0.597

Atomic partial charges in e from the Löwdin method, atoms 1 to 2:
1 C -0.072
2 C -0.214